107
Properties=species:S:1:pos:R:3 method="wB97M-V/def2-TZVPD" homo_energy_ev=-10.48 gap_ha=0.3904 fmax_ev_per_a=1.714 e_above_lowest_kcal_mol=0.0 charge=0
C -10.29967 5.72239 19.27557
C -11.50259 6.04783 20.14267
O -11.31398 5.79938 21.53586
C -11.53968 4.61048 22.04630
O -11.62670 3.56531 21.44758
O -11.65767 4.73068 23.36547
C -11.79407 3.53912 24.12741
H -10.28177 4.66843 19.00157
H -9.36867 5.86700 19.83323
H -10.23695 6.42091 18.44434
H -12.39676 5.52549 19.80614
H -11.63606 7.12607 20.08978
H -12.48241 3.80984 24.92502
H -10.84611 3.22934 24.56816
H -12.18473 2.67582 23.59073
C -9.86215 5.51186 11.63416
C -11.14438 4.73268 11.48482
O -11.25786 3.80853 12.56594
C -11.74826 4.29719 13.69567
O -12.26675 5.36663 13.85043
O -11.63764 3.34307 14.61482
C -12.01267 3.66711 15.93289
H -9.65833 6.23227 10.83971
H -9.00007 4.84381 11.67302
H -9.82747 6.11325 12.54625
H -11.07630 4.15130 10.56314
H -12.02450 5.34307 11.28747
H -13.07878 3.91575 16.00610
H -11.44083 4.51833 16.29915
H -11.95562 2.80720 16.59669
C -4.01527 2.19275 21.06724
C -3.33506 3.18717 20.13832
O -2.79699 2.43947 19.05075
C -2.33869 2.94052 17.93021
O -1.99189 2.26189 17.01125
O -2.29065 4.27831 17.98225
C -1.85352 4.95223 16.80613
H -3.30034 1.45477 21.42888
H -4.90754 1.74734 20.62580
H -4.43853 2.64819 21.96683
H -2.52402 3.68722 20.66999
H -4.02687 3.95110 19.78860
H -0.80954 4.68817 16.62253
H -1.84018 6.00939 17.05932
H -2.46309 4.72728 15.93627
O -6.56620 3.97550 20.16900
C -7.44708 3.26663 19.79803
O -7.74603 2.07044 20.41867
C -8.91920 1.52314 19.83614
C -9.00083 2.28468 18.50598
O -8.20879 3.44179 18.74507
H -8.86995 0.45238 19.64374
H -9.82101 1.67509 20.43267
H -10.04188 2.57794 18.40744
H -8.59878 1.67714 17.70093
O -13.00038 -1.68943 24.24752
C -12.69724 -1.09919 23.26253
O -12.83347 0.21615 23.04327
C -12.44466 0.59956 21.72774
C -11.98357 -0.75191 21.10213
O -12.20382 -1.68866 22.14848
H -13.26762 1.12537 21.25448
H -11.56814 1.23634 21.80240
H -10.94778 -0.63171 20.79838
H -12.58190 -1.09445 20.26524
O -11.63159 0.52825 17.84540
C -12.70268 0.16343 17.46631
O -13.65767 -0.40389 18.22957
C -14.66239 -0.99351 17.42245
C -14.46208 -0.24634 16.08899
O -13.18296 0.36894 16.22392
H -14.43324 -2.04117 17.21310
H -15.65278 -0.83122 17.82981
H -15.19811 0.56150 16.03980
H -14.51360 -0.87133 15.20327
Cl -8.10616 4.66104 22.85015
C -6.41092 4.62067 23.41127
C -6.30840 5.26413 24.76320
Cl -6.72741 4.10758 26.06610
H -5.93979 5.23009 22.64178
H -6.07463 3.59054 23.37912
H -7.03839 6.05501 24.90796
H -5.31839 5.65468 24.98999
Cl -7.30433 -1.91586 22.97485
C -6.83926 -0.35748 22.22113
C -7.23095 0.80723 23.14877
Cl -8.99260 0.92492 23.26582
H -7.25440 -0.23056 21.22923
H -5.75342 -0.29970 22.12972
H -6.88989 1.74750 22.72862
H -6.86990 0.55974 24.14282
Cl -11.25307 -4.72243 20.22731
C -9.69128 -4.81431 19.34701
C -8.78729 -3.70078 19.83163
Cl -9.21287 -2.10865 19.10520
H -9.89622 -4.77247 18.28254
H -9.21758 -5.76216 19.59470
H -7.76050 -3.89009 19.51994
H -8.78379 -3.59695 20.91182
Cl -9.68733 -0.08579 11.63460
C -9.60319 0.69349 13.22718
C -8.35460 1.57176 13.34905
Cl -8.37067 2.31627 14.97326
H -9.52153 -0.10142 13.96360
H -10.50918 1.28532 13.27715
H -8.46294 2.33837 12.58215
H -7.40673 1.06652 13.20033

95
Properties=species:S:1:pos:R:3 method="wB97M-V/def2-TZVPD" homo_energy_ev=-4.07 gap_ha=0.1803 fmax_ev_per_a=8.207 charge=-1
C 0.95832 2.74548 -0.50954
C 1.57682 2.18593 -1.92689
C 0.62258 1.03234 -2.65226
C -0.93210 1.51553 -2.88131
C -2.00902 0.27727 -3.04148
C -3.06564 0.15439 -1.79137
C -2.44687 -0.50941 -0.42522
C -1.39435 -1.73560 -0.70548
C -1.44044 -2.91251 0.43504
C -0.42741 -4.17492 0.01245
C 0.56380 -4.54789 1.25547
C 2.16295 -4.37459 0.97955
C 2.60254 -3.20304 -0.05973
C 2.36386 -1.64727 0.50776
C 3.68080 -1.06236 1.23211
P 3.54653 -0.39782 3.00414
C 4.62714 1.09109 2.46708
S 2.38496 -2.02648 3.74446
C 1.99868 0.72142 2.61940
C 0.69612 0.39976 3.55838
C -0.25297 1.77644 3.49019
S -1.77973 1.68846 4.57004
C -2.55835 -0.03109 4.46868
S -1.95179 -1.28902 5.45771
N -3.74483 -0.33721 3.53522
C -4.21483 -1.76458 3.32092
C -5.52373 -1.67167 2.30798
N -5.62949 -0.18213 2.04171
C -4.57159 0.67993 2.73887
H 0.29224 1.90012 -0.02330
H 1.83791 3.04105 0.23198
H 0.25717 3.68567 -0.64213
H 1.75740 3.05221 -2.71918
H 2.65233 1.69817 -1.75909
H 0.73003 0.00000 -2.10463
H 1.09034 0.88942 -3.73787
H -0.94996 2.12130 -3.90022
H -1.35495 2.22220 -2.04817
H -1.43819 -0.71518 -3.30144
H -2.66444 0.53431 -4.00508
H -3.53888 1.19929 -1.46774
H -3.98338 -0.49612 -2.18127
H -1.91230 0.32451 0.23109
H -3.35997 -0.95379 0.18082
H -0.29197 -1.28341 -0.66937
H -1.65970 -2.23269 -1.73093
H -1.15232 -2.41747 1.45532
H -2.54179 -3.34299 0.58178
H -1.16712 -5.09961 -0.14041
H 0.09056 -4.01020 -1.02235
H 0.15750 -3.98577 2.21614
H 0.38895 -5.70596 1.48881
H 2.53568 -5.40613 0.50646
H 2.78660 -4.28023 1.99316
H 2.13069 -3.26629 -1.13575
H 3.77830 -3.32318 -0.23137
H 1.33833 -1.50657 1.04951
H 2.24413 -1.02072 -0.50616
H 4.14549 -0.18971 0.56286
H 4.52604 -1.90560 1.24221
H 3.51331 0.16802 4.32471
H 4.74789 -1.16906 3.33959
H 5.01412 1.66273 3.43191
H 5.60105 0.64579 1.95399
H 4.12783 1.80708 1.68631
H 1.20662 -2.27468 3.05859
H 2.36592 1.80288 2.97871
H 1.78468 0.85281 1.48069
H 0.00309 -0.46374 3.17563
H 0.98010 0.30236 4.71234
H 0.40447 2.68537 3.88816
H -0.50476 1.97266 2.34702
H -3.80223 -2.78193 3.73885
H -6.17004 -2.57219 1.93175
H -4.43784 1.84499 2.68355
C -4.90643 4.13820 0.15961
C -3.70748 3.62458 0.88101
O -2.64454 4.36035 0.31915
C -3.19570 5.54826 -0.05736
O -2.54996 6.54679 -0.32909
O -4.56204 5.48691 -0.08599
F -3.50749 2.31478 0.61253
H -5.07780 3.62795 -0.79415
H -5.81583 4.06935 0.76264
H -3.73318 3.78361 1.96433
C 3.85296 -0.17929 -7.16251
C 2.56459 0.51050 -6.86926
O 2.18222 -0.02209 -5.62146
C 3.35157 -0.33930 -4.99803
O 3.45054 -0.56741 -3.80386
O 4.40265 -0.36318 -5.87333
F 1.62217 0.17967 -7.78033
H 3.71211 -1.15500 -7.63951
H 4.51514 0.42489 -7.78851
H 2.64560 1.60022 -6.79524

85
Properties=species:S:1:pos:R:3 method="wB97M-V/def2-TZVPD" homo_energy_ev=-7.70 gap_ha=0.1479 fmax_ev_per_a=5.108 e_above_lowest_kcal_mol=208.1 charge=+1
La 0.86959 1.47963 -0.65813
C -2.69036 2.43991 1.15582
C -2.46447 2.80578 -0.20477
C -3.84226 0.97011 -0.16944
C -3.52042 1.29307 1.17569
C -3.22171 1.92457 -1.01213
C -2.21071 3.15142 2.35679
H -1.49760 3.95585 2.10293
H -1.71447 2.46022 3.06258
H -3.06286 3.61176 2.89430
C -3.97123 0.56119 2.36491
H -3.81682 1.16527 3.25713
H -3.40104 -0.36512 2.48671
H -5.03069 0.27828 2.28520
C -4.59514 -0.20649 -0.62376
H -5.42531 -0.46507 0.05692
H -3.91445 -1.07705 -0.65436
H -4.99413 -0.07712 -1.64303
C -3.36075 1.95293 -2.48623
H -4.42525 2.07373 -2.75757
H -3.02077 1.00910 -2.94404
H -2.78793 2.78606 -2.91913
C -1.79305 4.04476 -0.68223
H -2.57334 4.77633 -0.95111
H -1.18470 3.88287 -1.58613
H -1.15942 4.51658 0.07914
C 4.69179 0.59812 0.38924
C 4.58940 1.88754 0.77410
C 4.58691 3.10883 -0.06090
C 4.06468 2.89543 -1.47636
C 2.85433 1.98424 -1.56217
C 3.07217 0.70093 -2.16058
C 4.31248 -0.16236 -2.04915
C 5.28684 0.08773 -0.88238
H 5.60616 3.53389 -0.13709
H 4.84457 2.55730 -2.15558
H 3.97801 3.86033 0.46851
H 6.13102 0.72160 -1.21967
H 4.59953 -0.18360 1.17335
H 4.63564 2.11416 1.86017
H 5.75789 -0.88462 -0.65061
H 4.03083 -1.22812 -2.03231
H 2.66665 0.52954 -3.19044
H 4.90529 -0.06904 -2.97646
H 3.72409 3.86559 -1.87409
H 2.05601 2.65206 -2.02630
P 1.12059 -0.44929 1.57003
P 0.14456 -1.95979 -1.66622
C 2.21413 -1.32707 0.26016
C 1.68049 -2.32593 -0.79567
H 2.88673 -1.88079 0.93071
H 2.86118 -0.56724 -0.21869
H 2.43157 -2.48639 -1.56185
H 1.50771 -3.29843 -0.33061
C -0.11054 -3.29846 -2.75793
H -0.52984 -2.89937 -3.68944
H -0.79155 -3.99110 -2.26934
H 0.84243 -3.78377 -2.99041
C 0.30377 -0.52223 -2.71545
H 0.72852 -0.77314 -3.70872
H 1.17824 0.05198 -2.29902
H -0.64613 0.05275 -2.79869
C 2.10480 -0.86940 3.05916
H 1.59572 -0.44716 3.93903
H 3.11331 -0.44136 3.01132
H 2.17835 -1.95307 3.15994
C 1.85922 1.29405 1.56845
H 1.10736 2.13629 1.74291
H 2.49895 1.50970 0.60164
H 2.61620 1.39871 2.33972
C -4.53049 -3.14172 1.22415
Si -2.69703 -3.28777 1.37920
C -2.03237 -2.78087 3.03843
C -2.07147 -4.89672 0.67391
C -1.87927 -1.96876 0.34266
C -1.04372 -1.52232 -0.45432
H -5.04380 -4.04561 1.58921
H -4.82486 -3.00165 0.17000
H -4.94877 -2.28968 1.79161
H -2.51627 -3.36052 3.82937
H -0.94525 -2.95151 3.07747
H -2.17796 -1.71299 3.25195
H -2.03633 -4.82730 -0.42767
H -1.03920 -5.12677 1.00768
H -2.69398 -5.77342 0.92802

93
Properties=species:S:1:pos:R:3 method="wB97M-V/def2-TZVPD" homo_energy_ev="-15.82 / -15.82" gap_ha="0.2856 / 0.1529" fmax_ev_per_a=3.914 s2=6.061 spin_multiplicity=5 e_above_lowest_kcal_mol=24.6 charge=+3
Pd 13.48452 12.98397 10.31327
C 13.21805 13.10729 13.71958
C 14.44556 12.53862 13.08797
C 15.42757 12.04384 13.97691
C 16.70474 11.68336 13.48070
C 17.03592 11.91333 12.15212
C 15.98685 12.20367 11.23399
N 14.78870 12.63175 11.78443
N 16.13188 12.28196 9.93671
Si 17.58242 11.52494 9.17578
C 19.12990 12.46180 9.38487
C 17.68580 9.85924 10.01182
C 17.32335 11.26927 7.26302
H 13.45047 13.04935 14.80467
H 12.23855 12.57246 13.67012
H 13.11359 14.18705 13.53261
H 15.20218 11.99139 15.04080
H 17.44068 11.18839 14.23302
H 18.10068 11.79351 11.81104
H 18.97597 13.42825 9.89528
H 19.58555 12.67018 8.42251
H 19.87704 11.77294 9.84829
H 18.34430 9.18126 9.52756
H 16.69133 9.36387 10.07838
H 18.07891 9.82993 11.02572
H 17.65569 12.23086 6.85714
H 16.25134 11.18043 7.02624
H 17.99282 10.42482 6.95053
C 13.91763 9.49587 7.87111
C 12.86873 8.88766 8.77388
Sb 12.40903 10.28261 10.36571
C 10.24859 9.96541 10.62498
C 9.58022 10.69022 9.47457
C 13.68117 9.30888 11.88345
C 12.90467 8.62674 12.98064
H 14.13360 8.83670 7.01011
H 14.72669 9.84611 8.54026
H 13.44986 10.40316 7.54926
H 13.22004 7.99866 9.31241
H 11.90997 8.64667 8.23000
H 10.10723 10.42879 11.60268
H 10.15248 8.88186 10.65634
H 9.92099 11.73519 9.32932
H 8.51561 10.53848 9.36651
H 9.96969 10.28969 8.52335
H 14.28195 10.06455 12.35760
H 14.33196 8.64598 11.31481
H 12.56036 9.36642 13.76149
H 13.55918 7.92974 13.54452
H 11.95945 8.21059 12.61664
C 12.81404 14.84172 5.55433
N 14.02126 14.99210 6.37959
C 14.15015 14.32801 7.54280
S 12.96409 13.28333 8.13782
N 15.19052 14.62304 8.30650
C 16.00869 15.77820 8.18867
H 13.00259 15.42014 4.62554
H 11.95149 15.33822 6.05962
H 12.51054 13.80242 5.38503
H 14.84268 15.31158 5.94222
H 15.47044 13.86350 9.02369
H 16.86643 15.70975 7.51150
H 16.40955 15.94423 9.19047
H 15.45340 16.65344 7.84819
C 15.39195 19.24176 11.55514
C 14.82791 17.78298 11.58093
C 13.40469 17.75928 10.96511
N 13.09354 16.38585 10.61145
C 11.85689 15.88917 10.34425
S 11.40138 14.30243 10.81983
N 10.86337 16.63967 9.70410
C 11.01107 17.50042 8.49731
O 12.15410 17.79774 8.09089
C 9.67541 17.84855 7.87777
C 9.65925 18.23754 6.53423
C 8.42216 18.55619 5.91303
C 7.24489 18.59794 6.66692
C 7.30502 18.32258 8.07793
C 8.50926 17.99659 8.66629
H 16.50234 19.26721 11.79031
H 14.83816 19.76163 12.38296
H 15.26720 19.79981 10.63865
H 14.86468 17.40769 12.63055
H 15.47852 17.12764 10.95994
H 13.41868 18.34845 10.06416
H 12.61838 18.22563 11.55086
H 13.52852 15.65245 11.17481
H 9.92021 16.27603 9.87461
H 10.57011 18.29645 6.01834
H 8.46828 18.82388 4.81530
H 6.30454 18.83426 6.16482
H 6.35707 18.38551 8.63157
H 8.48661 17.76477 9.77136